No. 1
Here is a molecular structure, C37H34As2Cl3GeN4O12S2W from OMol25. Energies are from ωB97M-V/def2-TZVPD.

Summary:
* <S²>: 3.78
* energy relative to the best compared isomer or geometry (same formula, charge and spin): 0.000 eV
* E_HOMO (spin up / spin down): -12.09 / -13.24 eV
* Kohn-Sham gap (spin up / spin down): 5.53 / 4.80 eV
* largest force on an atom: 3.5 eV Å⁻¹

Geometry as ORCA input:
```
! RIJCOSX wB97M-V def2-TZVPD def2/J DEFGRID3
* xyz 2 4
W -0.625 -0.329 1.794
S 0.406 -0.059 6.289
C -1.233 -0.524 6.163
C -1.624 -0.693 4.870
C -0.570 -0.454 3.932
C 0.578 -0.091 4.593
C 1.824 0.087 3.888
C 3.041 0.457 4.446
C 4.139 0.569 3.615
C 3.999 0.309 2.257
C 2.757 -0.056 1.778
N 1.695 -0.174 2.580
H -1.827 -0.650 7.054
H -2.624 -0.989 4.602
H 3.120 0.659 5.505
H 5.099 0.861 4.020
H 4.836 0.381 1.579
H 2.602 -0.262 0.730
C -1.291 5.073 -0.856
O -1.137 3.751 -1.456
C -1.736 2.726 -0.990
O -2.237 2.765 0.174
C -1.625 1.473 -1.748
C -1.504 1.426 -3.085
As -0.746 0.006 -4.233
C -2.394 -0.650 -5.077
C -0.347 -1.391 -2.953
C -0.234 -1.046 -1.588
As -1.656 -0.171 -0.710
C -3.304 -0.940 -1.349
C 0.689 -1.520 -0.691
O 0.617 -1.295 0.600
O 1.746 -2.179 -1.116
C 2.434 -3.100 -0.238
C -0.102 -2.821 -3.271
O -0.417 -3.667 -2.454
O 0.394 -3.233 -4.433
C 1.066 -2.353 -5.341
C -2.011 2.614 -3.903
O -2.849 3.370 -3.494
O -1.473 2.613 -5.110
C -1.922 3.636 -6.037
H -0.285 5.464 -0.748
H -1.795 5.003 0.102
H -1.864 5.651 -1.576
H -2.535 -0.121 -6.016
H -3.267 -0.520 -4.444
H -2.251 -1.711 -5.279
H -3.044 -1.655 -2.130
H -3.942 -0.158 -1.756
H -3.812 -1.448 -0.534
H 3.465 -3.107 -0.576
H 1.986 -4.083 -0.373
H 2.363 -2.784 0.799
H 1.656 -2.999 -5.983
H 1.724 -1.664 -4.812
H 0.352 -1.813 -5.964
H -2.955 3.897 -5.832
H -1.811 3.206 -7.026
H -1.276 4.504 -5.925
O 0.904 2.634 2.689
C 0.854 2.338 1.534
O 0.144 1.275 1.062
C 1.499 3.072 0.407
C 2.137 4.286 0.659
C 2.730 4.986 -0.382
C 2.682 4.487 -1.680
C 2.041 3.281 -1.893
C 1.456 2.556 -0.881
N 1.942 2.737 -3.271
O 1.533 1.594 -3.384
O 2.398 3.406 -4.166
H 2.161 4.666 1.672
H 3.231 5.925 -0.189
H 3.127 5.015 -2.511
H 0.970 1.620 -1.108
Cl -2.141 1.760 2.896
Ge -3.448 1.686 1.167
Cl -2.916 -1.080 2.077
Cl -5.013 3.132 1.212
N -1.663 -3.115 0.155
C -1.184 -3.619 1.382
N -0.558 -2.895 2.264
C -0.143 -3.695 3.345
C 0.669 -3.320 4.416
C 0.974 -4.251 5.385
C 0.495 -5.564 5.311
C -0.270 -5.969 4.241
C -0.569 -5.025 3.261
S -1.415 -5.277 1.777
H -2.601 -3.467 -0.010
H -1.087 -3.423 -0.639
H 1.069 -2.324 4.481
H 1.603 -3.962 6.215
H 0.743 -6.272 6.090
H -0.618 -6.989 4.155
*
```



No. 2
Here is a molecular structure, C37H34GeO2PS2Ti from OMol25. Energies are from ωB97M-V/def2-TZVPD.

Summary:
* energy relative to the best compared isomer or geometry (same formula, charge and spin): 1.478 eV
* E_HOMO: -3.61 eV
* Kohn-Sham gap: 5.84 eV
* largest force on an atom: 4.2 eV Å⁻¹

Geometry as ORCA input:
```
! RIJCOSX wB97M-V def2-TZVPD def2/J DEFGRID3
* xyz -1 1
Ti -1.137 1.429 -1.549
O -0.264 1.148 0.233
C -1.317 0.596 0.830
O -2.402 0.624 0.061
C -1.319 0.003 2.244
P -1.206 1.411 3.604
C -2.652 0.846 4.618
C -3.937 0.962 4.061
C -5.075 0.646 4.817
C -4.955 0.245 6.128
C -3.701 0.326 6.742
C -2.544 0.579 5.995
C 0.138 0.871 4.639
C 0.377 -0.474 4.809
C 1.537 -0.937 5.455
C 2.393 -0.036 6.019
C 2.174 1.342 5.940
C 1.091 1.822 5.249
H -0.492 -0.762 2.347
H -2.316 -0.444 2.332
H -3.932 1.365 3.030
H -6.027 0.705 4.392
H -5.821 -0.127 6.693
H -3.647 0.169 7.843
H -1.564 0.626 6.478
H -0.416 -1.168 4.417
H 1.739 -2.008 5.518
H 3.305 -0.424 6.465
H 2.922 1.973 6.351
H 1.007 2.857 4.989
C -2.369 5.440 -0.951
C -2.109 4.080 -1.592
S -0.402 3.645 -1.807
C -3.239 3.376 -2.131
C -4.595 4.099 -2.172
S -2.992 1.903 -3.039
H -2.602 6.205 -1.791
H -1.460 5.643 -0.334
H -3.262 5.359 -0.283
H -4.481 5.102 -2.575
H -5.135 4.106 -1.237
H -5.304 3.585 -2.781
C -0.246 0.113 -2.579
Ge 1.367 -1.098 -2.866
C 2.865 -0.598 -1.705
C 4.182 -0.631 -2.273
C 5.272 -0.763 -1.462
C 5.072 -0.651 -0.026
C 3.812 -0.648 0.530
C 2.689 -0.705 -0.349
C 1.934 -1.141 -4.716
C 3.106 -1.782 -5.112
C 3.633 -1.486 -6.370
C 2.962 -0.660 -7.231
C 1.764 -0.080 -6.886
C 1.186 -0.396 -5.676
C 0.710 -2.880 -2.490
C 0.862 -3.863 -3.464
C 0.422 -5.177 -3.281
C 0.007 -5.551 -1.977
C -0.307 -4.510 -1.035
C 0.034 -3.162 -1.300
H -0.557 0.000 -3.676
H 4.305 -0.503 -3.373
H 6.271 -0.939 -1.837
H 5.869 -0.712 0.683
H 3.616 -0.578 1.625
H 1.678 -0.750 0.027
H 3.605 -2.395 -4.365
H 4.548 -2.057 -6.650
H 3.322 -0.474 -8.212
H 1.201 0.498 -7.588
H 0.235 0.060 -5.422
H 1.142 -3.575 -4.489
H 0.520 -5.891 -4.100
H -0.103 -6.567 -1.688
H -0.746 -4.778 -0.078
H -0.244 -2.374 -0.644
*
```



No. 3
Here is a molecular structure, C37H34N6O3Pd from OMol25. Energies are from ωB97M-V/def2-TZVPD.

Summary:
* <S²>: 6.13
* energy relative to the best compared isomer or geometry (same formula, charge and spin): 0.000 eV
* E_HOMO (spin up / spin down): -10.99 / -13.48 eV
* Kohn-Sham gap (spin up / spin down): 4.50 / 4.77 eV
* largest force on an atom: 2.5 eV Å⁻¹

Geometry as ORCA input:
```
! RIJCOSX wB97M-V def2-TZVPD def2/J DEFGRID3
* xyz 2 5
Pd 0.052 -0.451 -0.648
O -2.768 -1.312 0.923
C -2.873 -1.003 2.244
C 2.179 2.020 2.131
O 3.007 2.376 2.863
O 1.247 1.772 1.495
C -2.256 -1.883 3.160
C -1.523 -3.034 2.796
C -0.899 -3.850 3.728
C -1.009 -3.543 5.107
C -1.722 -2.412 5.480
C -2.322 -1.606 4.544
C -3.564 0.263 2.583
C -4.898 0.502 2.291
C -5.516 1.716 2.623
C -4.782 2.742 3.159
C -3.435 2.526 3.404
C -2.817 1.343 3.067
H -3.502 -0.892 0.489
H -1.506 -3.308 1.764
H -0.337 -4.713 3.395
H -0.637 -4.229 5.862
H -1.822 -2.166 6.508
H -2.837 -0.726 4.890
H -5.528 -0.299 1.899
H -6.557 1.871 2.396
H -5.270 3.702 3.323
H -2.841 3.279 3.901
H -1.754 1.186 3.246
N 9.794 -3.583 -2.675
C 8.710 -3.202 -2.541
C 7.394 -2.718 -2.349
C 6.434 -2.854 -3.367
C 5.147 -2.377 -3.118
C 4.856 -1.758 -1.901
C 5.837 -1.572 -0.930
C 7.096 -2.059 -1.154
C 3.504 -1.280 -1.505
C 2.994 -0.067 -2.025
C 3.720 0.876 -2.800
C 2.853 1.819 -3.185
C 1.597 1.537 -2.478
N 1.695 0.425 -1.834
C 2.789 -1.976 -0.541
C 3.257 -3.186 0.099
C 2.429 -3.421 1.159
C 1.460 -2.358 1.147
N 1.629 -1.560 0.121
H 6.698 -3.329 -4.308
H 4.364 -2.464 -3.881
H 5.581 -1.014 -0.029
H 7.851 -1.990 -0.390
H 4.775 0.715 -3.070
H 3.088 2.702 -3.776
H 0.654 2.134 -2.494
H 4.113 -3.749 -0.238
H 2.475 -4.224 1.903
H 0.627 -2.279 1.873
C -1.976 4.623 -1.455
C -1.591 3.968 -0.160
N -1.289 2.563 -0.406
C -1.909 1.820 -1.326
N -1.591 0.459 -1.414
C -2.492 -0.344 -2.277
C -2.911 0.411 -3.542
C -3.622 1.656 -3.141
N -2.750 2.414 -2.210
C -3.117 3.876 -2.139
H -1.093 4.602 -2.087
H -2.237 5.647 -1.246
H -2.428 4.058 0.539
H -0.706 4.441 0.255
H -0.623 2.053 0.173
H -3.358 -0.539 -1.709
H -1.980 -1.274 -2.508
H -3.521 -0.231 -4.194
H -1.989 0.677 -4.096
H -4.604 1.553 -2.640
H -3.819 2.336 -3.993
H -4.062 3.983 -1.605
H -3.264 4.188 -3.152
*
```



No. 4
Here is a molecular structure, C37H35Br2N3O7Rh from OMol25. Energies are from ωB97M-V/def2-TZVPD.

Summary:
* E_HOMO (spin up / spin down): -4.05 / -4.01 eV
* Kohn-Sham gap (spin up / spin down): 6.35 / 6.30 eV
* largest force on an atom: 0.6 eV Å⁻¹

Geometry as ORCA input:
```
! RIJCOSX wB97M-V def2-TZVPD def2/J DEFGRID3
* xyz -1 1
Rh 0.123 0.267 -1.951
O -2.635 5.567 -3.335
C -2.122 4.355 -3.003
C -1.460 3.539 -3.909
C -0.961 2.324 -3.482
N -1.066 1.902 -2.212
C -1.752 2.672 -1.355
C -2.295 3.900 -1.705
C -2.051 2.217 0.054
O -2.725 2.871 0.804
O -1.557 1.009 0.306
C -0.317 1.387 -4.510
O -0.275 1.776 -5.667
O 0.102 0.280 -4.044
H -2.436 5.747 -4.261
H -1.319 3.789 -4.953
H -2.837 4.471 -0.968
C -1.840 1.202 6.372
C -1.195 1.255 5.013
C 0.098 1.748 4.853
C 0.697 1.813 3.601
C 2.087 2.364 3.417
C 0.000 1.350 2.487
C -1.285 0.856 2.642
C -1.891 0.829 3.890
N -2.081 0.435 1.514
C -2.133 -1.021 1.228
C -3.071 -1.225 0.034
C -3.181 -2.712 -0.302
C -1.794 -3.258 -0.643
C -0.865 -3.083 0.559
C -1.436 -3.831 1.768
C -2.819 -3.264 2.103
C -3.750 -3.462 0.905
C -2.701 -1.770 2.436
C -0.753 -1.595 0.900
H -1.285 1.801 7.094
H -1.878 0.177 6.750
H -2.864 1.575 6.336
H 0.640 2.108 5.721
H 2.457 2.827 4.332
H 2.103 3.105 2.618
H 2.765 1.566 3.111
H 0.485 1.364 1.511
H -2.927 0.521 3.969
H -2.678 -0.684 -0.832
H -4.052 -0.808 0.282
H -3.845 -2.834 -1.163
H -1.384 -2.721 -1.505
H -1.864 -4.317 -0.912
H 0.126 -3.471 0.312
H -0.767 -3.721 2.627
H -1.517 -4.900 1.548
H -3.227 -3.780 2.978
H -4.751 -3.086 1.142
H -3.847 -4.529 0.678
H -2.044 -1.644 3.299
H -3.681 -1.360 2.698
H -0.338 -1.045 0.052
H -0.088 -1.446 1.757
Br 7.758 0.835 -2.317
C 5.884 1.162 -2.471
C 5.370 1.530 -3.704
C 4.006 1.765 -3.809
C 3.186 1.636 -2.698
C 3.716 1.258 -1.471
C 5.081 1.017 -1.357
C 2.813 1.053 -0.255
O 3.335 0.582 0.767
O 1.594 1.348 -0.420
H 6.023 1.626 -4.561
H 3.579 2.043 -4.764
H 2.118 1.802 -2.769
H 5.476 0.712 -0.398
Br 4.549 -4.735 -2.276
C 3.274 -3.344 -2.142
C 3.015 -2.760 -0.918
C 2.075 -1.747 -0.869
N 1.416 -1.312 -1.952
C 1.693 -1.881 -3.139
C 2.612 -2.903 -3.275
H 3.538 -3.056 -0.021
H 1.874 -1.235 0.059
H 1.165 -1.468 -3.986
H 2.810 -3.329 -4.247
*
```



No. 5
Here is a molecular structure, C37H35ClCsN7O2SSi from OMol25. Energies are from ωB97M-V/def2-TZVPD.

Summary:
* energy relative to the best compared isomer or geometry (same formula, charge and spin): 0.000 eV
* E_HOMO: -2.11 eV
* Kohn-Sham gap: 5.86 eV
* largest force on an atom: 0.7 eV Å⁻¹

Geometry as ORCA input:
```
! RIJCOSX wB97M-V def2-TZVPD def2/J DEFGRID3
* xyz -2 1
Cs -1.135 -0.435 -0.783
O -1.888 -3.054 -1.222
C -2.631 -3.599 -2.100
C -2.314 -4.901 -2.607
C -3.060 -5.539 -3.571
C -4.194 -4.929 -4.111
C -4.537 -3.673 -3.639
C -3.815 -2.992 -2.656
C -4.372 -1.689 -2.271
N -4.007 -0.912 -1.327
N -4.850 0.190 -1.154
C -4.210 1.313 -0.939
O -2.966 1.549 -0.986
C -5.115 2.481 -0.611
C -4.567 3.760 -0.583
C -5.344 4.860 -0.246
C -6.684 4.694 0.079
C -7.239 3.418 0.051
C -6.463 2.322 -0.297
H -1.422 -5.367 -2.199
H -2.758 -6.524 -3.916
H -4.788 -5.418 -4.874
H -5.419 -3.182 -4.042
H -5.238 -1.380 -2.870
H -3.516 3.855 -0.824
H -4.902 5.851 -0.231
H -7.293 5.549 0.350
H -8.285 3.280 0.302
H -6.875 1.322 -0.323
C 9.058 -0.661 -2.699
Si 7.873 0.821 -2.598
C 7.638 1.378 -4.376
C 8.801 2.114 -1.596
C 6.303 0.192 -1.803
C 6.162 -1.127 -1.405
C 4.983 -1.570 -0.811
C 3.972 -0.638 -0.657
N 4.055 0.632 -1.033
C 5.203 1.081 -1.591
S 5.321 2.738 -2.061
H 9.993 -0.354 -3.176
H 8.637 -1.479 -3.289
H 9.304 -1.053 -1.708
H 8.587 1.723 -4.800
H 6.911 2.188 -4.418
H 7.275 0.549 -4.989
H 9.872 2.081 -1.821
H 8.667 1.926 -0.528
H 8.411 3.109 -1.801
H 6.980 -1.826 -1.551
H 4.854 -2.595 -0.485
H 3.035 -0.921 -0.179
N -0.634 1.603 2.311
C -1.984 1.708 2.604
C -2.760 2.839 2.327
C -4.115 2.779 2.578
C -4.670 1.621 3.109
C -3.819 0.559 3.346
N -2.510 0.592 3.113
C 0.186 2.528 1.656
C 0.236 3.877 2.001
C 1.135 4.683 1.322
C 1.963 4.131 0.358
C 1.852 2.771 0.102
N 0.969 1.991 0.726
H -0.325 0.648 2.180
H -2.328 3.702 1.843
H -4.745 3.619 2.314
H -5.733 1.530 3.285
H -4.201 -0.384 3.726
H -0.382 4.268 2.797
H 1.200 5.736 1.567
H 2.697 4.713 -0.180
H 2.509 2.282 -0.611
Cl -3.064 -3.355 2.545
C -1.391 -3.151 2.133
C -0.802 -3.947 1.172
C 0.537 -3.717 0.890
C 1.204 -2.707 1.562
N 0.624 -1.925 2.475
C -0.656 -2.151 2.754
H -1.377 -4.684 0.634
H 1.040 -4.291 0.124
H 2.247 -2.500 1.352
H -1.136 -1.484 3.461
*
```